(1)
Below is C24H32BrN6O5PPd as an isolated structure, with properties calculated with the ωB97M-V functional and the def2-TZVPD basis.

As for the multiplicity: 3. The gap between HOMO and LUMO (alpha / beta) is 7.0 / 5.9 eV. The value obtained for the LUMO energy (alpha / beta) is -0.331 / -1.404 eV. As for the HOMO energy (alpha / beta): -7.328 / -7.320 eV. Its total energy is -127397.4756 eV.

CARTESIAN COORDINATES (ANGSTROEM)
Pd (0.727, 0.642, 0.284)
O (1.342, 7.182, -2.259)
C (1.887, 6.438, -1.436)
O (2.884, 6.598, -0.708)
C (1.315, 5.026, -1.306)
C (1.812, 3.997, -2.114)
C (1.418, 2.702, -1.893)
N (0.548, 2.364, -0.930)
C (0.009, 3.354, -0.186)
C (0.346, 4.675, -0.368)
C (-0.868, 2.856, 0.960)
O (-1.966, 3.325, 1.195)
O (-0.311, 1.882, 1.632)
H (2.524, 4.226, -2.896)
H (1.785, 1.883, -2.505)
H (-0.117, 5.430, 0.253)
C (2.213, -5.418, -1.270)
C (2.051, -3.948, -1.028)
C (2.390, -3.369, 0.190)
C (2.231, -2.007, 0.366)
N (1.767, -1.200, -0.589)
C (1.442, -1.748, -1.761)
C (1.570, -3.099, -2.022)
H (2.229, -5.973, -0.334)
H (3.153, -5.613, -1.790)
H (1.408, -5.806, -1.893)
H (2.761, -3.973, 1.007)
H (2.487, -1.540, 1.311)
H (1.059, -1.071, -2.515)
H (1.286, -3.484, -2.992)
C (-4.332, 0.534, 0.803)
N (-3.154, -0.123, 1.349)
C (-2.750, 0.386, 2.658)
P (-2.207, -1.135, 0.479)
O (-0.762, -0.955, 0.837)
N (-2.460, -0.901, -1.148)
C (-2.022, 0.351, -1.749)
C (-3.516, -1.559, -1.895)
N (-2.687, -2.686, 0.763)
C (-3.899, -3.073, 1.452)
C (-1.906, -3.785, 0.232)
H (-4.117, 1.579, 0.564)
H (-5.139, 0.509, 1.541)
H (-4.692, 0.023, -0.089)
H (-2.685, 1.472, 2.616)
H (-1.766, 0.006, 2.914)
H (-3.477, 0.078, 3.416)
H (-1.131, 0.709, -1.229)
H (-2.786, 1.134, -1.690)
H (-1.759, 0.192, -2.797)
H (-3.896, -2.422, -1.352)
H (-3.131, -1.900, -2.860)
H (-4.352, -0.878, -2.093)
H (-4.403, -2.196, 1.852)
H (-3.667, -3.745, 2.284)
H (-4.585, -3.597, 0.776)
H (-1.026, -3.406, -0.288)
H (-2.497, -4.382, -0.473)
H (-1.570, -4.443, 1.039)
Br (3.982, 2.747, 4.540)
C (3.966, 2.162, 2.756)
C (5.140, 2.031, 2.035)
C (5.062, 1.600, 0.721)
C (3.823, 1.306, 0.182)
N (2.697, 1.441, 0.884)
C (2.756, 1.862, 2.148)
H (6.091, 2.272, 2.489)
H (5.951, 1.500, 0.116)
H (3.717, 0.974, -0.842)
H (1.808, 1.990, 2.657)

From a Mulliken analysis of the wavefunction, the atomic charges in e read: 0.664 -0.666 -0.004 -0.680 0.596 -0.447 -0.917 0.296 0.685 -0.451 0.057 -0.689 -0.537 0.458 0.524 0.531 -1.611 1.060 -0.931 -0.084 0.233 -0.453 -0.862 0.380 0.342 0.384 0.391 0.430 0.449 0.430 -1.000 0.688 -1.140 -0.213 -0.691 0.592 -0.393 -1.112 0.453 -1.009 -0.929 0.166 0.402 0.315 0.385 0.285 0.284 -0.167 0.306 0.419 0.281 0.287 0.359 0.262 0.308 0.325 0.000 0.352 0.365 -0.165 -0.432 -0.031 -0.982 -0.327 0.535 -0.327 0.444 0.428 0.449 0.653

=====

(2)
Below is C24H16BF5GdN10O4SSe as an isolated structure at a distorted geometry, with properties calculated with the ωB97M-V functional and the def2-TZVPD basis.

As for the multiplicity: 7. The gap between HOMO and LUMO (alpha / beta) is 7.8 / 7.1 eV. The value obtained for the LUMO energy (alpha / beta) is -1.205 / -2.344 eV. The energy above the lowest of the compared OMol25 structures with the same formula, charge and spin comes out at 0.0 kcal per mole. As for the HOMO energy (alpha / beta): -8.990 / -9.454 eV. Its total energy is -159516.4241 eV.

CARTESIAN COORDINATES (ANGSTROEM)
Gd (0.264, -0.353, -0.288)
C (3.922, -0.705, 2.416)
C (3.159, -1.258, 1.387)
N (1.904, -0.837, 1.454)
N (1.819, -0.020, 2.535)
C (3.029, 0.080, 3.116)
B (0.469, 0.593, 3.067)
N (0.119, 1.868, 2.238)
C (-0.135, 3.137, 2.603)
C (-0.491, 3.858, 1.480)
C (-0.432, 2.936, 0.442)
N (-0.054, 1.741, 0.892)
N (-0.665, -0.464, 2.876)
C (-1.525, -0.947, 3.792)
C (-2.316, -1.908, 3.198)
C (-1.871, -1.957, 1.877)
N (-0.888, -1.086, 1.691)
N (0.651, 0.829, 4.561)
C (0.993, -0.153, 5.436)
C (1.110, 0.404, 6.681)
C (0.820, 1.768, 6.471)
N (0.548, 2.019, 5.204)
H (4.965, -0.858, 2.627)
H (3.449, -1.954, 0.616)
H (3.174, 0.695, 3.989)
H (-0.042, 3.424, 3.634)
H (-0.762, 4.898, 1.428)
H (-0.657, 3.063, -0.605)
H (-1.524, -0.571, 4.801)
H (-3.097, -2.489, 3.655)
H (-2.211, -2.562, 1.052)
H (1.129, -1.171, 5.105)
H (1.368, -0.090, 7.601)
H (0.800, 2.573, 7.189)
F (-5.872, -1.908, -2.204)
C (-4.908, -1.016, -2.379)
C (-4.092, -0.669, -1.315)
F (-4.266, -1.254, -0.132)
C (-3.094, 0.252, -1.514)
F (-2.294, 0.531, -0.467)
C (-2.858, 0.861, -2.754)
S (-1.573, 1.970, -3.003)
C (-3.712, 0.484, -3.800)
F (-3.576, 1.027, -5.001)
C (-4.722, -0.437, -3.622)
F (-5.522, -0.773, -4.629)
N (4.992, -1.429, -4.446)
C (4.423, -0.640, -3.837)
C (3.710, 0.352, -3.068)
C (3.449, 1.615, -3.583)
C (2.757, 2.515, -2.793)
C (2.316, 2.102, -1.550)
N (2.542, 0.882, -1.050)
C (3.258, 0.043, -1.795)
H (3.792, 1.881, -4.573)
H (2.544, 3.516, -3.140)
H (1.762, 2.779, -0.912)
H (3.489, -0.921, -1.367)
O (0.222, 0.030, -2.564)
Se (0.038, -1.646, -2.579)
O (-0.084, -2.343, -4.018)
O (1.326, -2.032, -1.589)
O (-1.231, -1.808, -1.508)

From a Mulliken analysis of the wavefunction, the atomic charges in e read: 0.943 -1.387 -0.582 -0.504 0.971 -0.002 0.594 -0.033 0.111 -1.752 -0.350 0.798 0.418 0.027 -1.349 -0.378 -0.114 0.531 -0.417 -1.106 -0.325 -1.153 0.424 0.782 0.492 0.545 0.461 0.496 0.482 0.420 0.609 0.591 0.460 0.461 -0.294 0.614 -0.144 -0.319 0.129 -0.210 0.164 -0.087 0.469 -0.329 0.274 -0.288 -0.498 -0.025 0.042 -0.279 -0.935 -0.270 -0.048 0.188 0.510 0.469 0.591 0.397 -0.346 0.954 -0.815 -0.567 -0.511

=====

(3)
Below is a 5-piece molecular cluster, C27H26F4O overall at a distorted geometry, with properties calculated with the ωB97M-V functional and the def2-TZVPD basis.

As for the multiplicity: 1. The gap between HOMO and LUMO is 9.7 eV. Its SMILES is Fc1ccccc1.Fc1ccccc1.Fc1ccccc1.Fc1ccccc1.CC(C)=O. The value obtained for the LUMO energy is 0.640 eV. The energy above the lowest of the compared OMol25 structures with the same formula, charge and spin comes out at 24.1 kcal per mole. As for the HOMO energy: -9.040 eV. Its total energy is -41336.7836 eV.

CARTESIAN COORDINATES (ANGSTROEM)
F (-3.053, 7.737, 2.141)
C (-3.117, 6.388, 2.020)
C (-3.908, 5.650, 2.845)
C (-4.038, 4.292, 2.724)
C (-3.227, 3.631, 1.814)
C (-2.316, 4.345, 0.991)
C (-2.326, 5.732, 1.022)
H (-4.534, 6.178, 3.549)
H (-4.720, 3.706, 3.322)
H (-3.285, 2.560, 1.680)
H (-1.755, 3.913, 0.175)
H (-1.661, 6.354, 0.441)
F (5.587, -0.294, -6.199)
C (4.954, -0.710, -5.131)
C (4.426, 0.210, -4.269)
C (3.775, -0.309, -3.089)
C (3.728, -1.671, -2.841)
C (4.329, -2.532, -3.743)
C (4.959, -2.041, -4.861)
H (4.497, 1.266, -4.485)
H (3.283, 0.405, -2.446)
H (3.176, -2.158, -2.050)
H (4.370, -3.596, -3.560)
H (5.429, -2.697, -5.580)
F (-1.375, -1.510, 3.810)
C (-0.721, -0.765, 4.760)
C (-1.302, -0.614, 6.024)
C (-0.591, 0.091, 7.001)
C (0.648, 0.683, 6.700)
C (1.183, 0.548, 5.410)
C (0.505, -0.142, 4.420)
H (-2.164, -1.233, 6.224)
H (-1.023, 0.116, 7.991)
H (1.312, 1.186, 7.387)
H (2.130, 1.001, 5.158)
H (0.950, -0.211, 3.438)
F (-1.869, 1.504, -2.854)
C (-1.452, 0.727, -1.825)
C (-2.066, 0.891, -0.611)
C (-1.456, 0.274, 0.492)
C (-0.476, -0.716, 0.312)
C (0.093, -0.897, -0.954)
C (-0.434, -0.200, -2.058)
H (-2.948, 1.486, -0.423)
H (-1.855, 0.359, 1.492)
H (0.001, -1.154, 1.176)
H (0.915, -1.597, -0.970)
H (-0.060, -0.211, -3.071)
C (-0.112, -4.717, -4.636)
C (0.318, -4.367, -3.229)
C (-0.692, -4.583, -2.115)
O (1.489, -3.935, -3.076)
H (0.061, -5.780, -4.805)
H (0.499, -4.259, -5.415)
H (-1.176, -4.518, -4.760)
H (-0.409, -4.096, -1.182)
H (-0.865, -5.645, -1.939)
H (-1.629, -4.075, -2.344)

From a Mulliken analysis of the wavefunction, the atomic charges in e read: -0.299 0.200 -0.181 -0.707 0.021 -0.317 -0.468 0.367 0.382 0.213 0.375 0.392 -0.323 0.392 -0.514 -0.260 -0.493 -0.384 -0.390 0.439 0.397 0.389 0.363 0.394 -0.300 0.537 -0.528 -0.310 -0.510 -0.387 -0.273 0.403 0.351 0.357 0.357 0.316 -0.330 0.272 -0.532 -0.205 -0.668 -0.202 -0.615 0.539 0.342 0.396 0.475 0.523 -1.153 0.813 -1.101 -0.504 0.327 0.337 0.340 0.226 0.365 0.351

=====

(4)
Below is a 2-piece molecular cluster, C5H8N2O2 overall at a distorted geometry, with properties calculated with the ωB97M-V functional and the def2-TZVPD basis.

As for the multiplicity: 1. The gap between HOMO and LUMO is 9.9 eV. Its SMILES is N#C[C@H]1CCOC=N1.O. The value obtained for the LUMO energy is 0.444 eV. The energy above the lowest of the compared OMol25 structures with the same formula, charge and spin comes out at 100.2 kcal per mole. As for the HOMO energy: -9.465 eV. Its total energy is -12386.5921 eV.

CARTESIAN COORDINATES (ANGSTROEM)
N (0.822, 1.469, -1.789)
C (0.573, 0.384, -1.343)
C (0.880, -1.070, -1.218)
C (2.357, -1.355, -0.925)
C (2.495, -2.829, -0.604)
O (1.606, -3.208, 0.456)
C (0.422, -2.612, 0.502)
N (0.002, -1.639, -0.204)
H (0.616, -1.507, -2.196)
H (2.984, -1.107, -1.790)
H (2.693, -0.750, -0.071)
H (2.259, -3.452, -1.479)
H (3.503, -3.077, -0.257)
H (-0.247, -3.099, 1.217)
O (-0.222, 1.621, 0.404)
H (0.237, 0.947, 0.948)
H (0.290, 2.296, -0.443)

From a Mulliken analysis of the wavefunction, the atomic charges in e read: -0.644 0.036 0.563 -0.615 -0.440 -0.361 0.117 -0.556 0.227 0.378 0.282 0.311 0.309 0.410 -0.774 0.309 0.448